1.
A 2-piece molecular cluster, C2HF3N2O overall in a non-equilibrium geometry, computed with wB97M-V/def2-TZVPD.

```
9
Properties=species:S:1:pos:R:3:forces:R:3
C -1.4349 -0.1414 0.4083 0.46 0.37 1.38
C 1.1076 1.4625 -0.1999 -0.09 -0.13 -2.96
N -1.1385 -1.3494 0.2561 -0.57 1.38 -0.54
N -0.5091 -2.3299 0.6069 0.31 -0.91 -0.01
O 0.0636 1.4884 -0.7845 1.98 0.25 1.49
F -2.4756 0.5968 0.1316 0.39 -1.62 -0.67
F 2.2925 1.4923 -0.9003 -0.68 0.14 -0.10
F 0.5935 -2.5836 -0.3083 -0.84 0.53 0.14
H 1.5008 1.3644 0.7899 -0.96 -0.01 1.26
```
Positions in Å, forces in eV/Å.

Its energy above the lowest of the compared OMol25 structures with the same formula, charge and spin is 4.112 eV. Its frontier orbital gap (alpha / beta) is 9.053 / 9.048 eV. As for the HOMO energy (alpha / beta): -9.65 / -9.65 eV. For the LUMO energy (alpha / beta), the calculation gives -0.6 / -0.6 eV. The calculation puts the total energy at -560.94398 Ha.


2.
A 2-piece molecular cluster, C12H27FN2O2P overall in a non-equilibrium geometry, computed with wB97M-V/def2-TZVPD.

```
45
Properties=species:S:1:pos:R:3:forces:R:3
C 4.5051 -0.5739 0.7952 -0.01 0.14 -0.16
C 4.5205 -0.6618 -0.7255 -0.15 -0.24 0.80
C 3.7960 -1.9018 -1.2438 0.17 0.96 -0.53
C 2.3648 -1.6039 -1.6442 0.76 -0.94 0.78
N 1.5678 -1.1767 -0.4694 -0.77 -0.05 -0.81
P 0.0924 -0.4843 -0.7612 -0.83 1.22 -0.23
C -0.2165 -0.2148 -2.5329 0.53 -0.36 1.00
C 0.1609 1.1796 -0.0204 -0.89 -1.22 -0.76
C -1.1290 1.9270 -0.1817 -0.62 3.45 1.09
O -1.3040 3.0775 0.1528 0.36 -2.78 -0.83
F -2.1303 1.2266 -0.7491 0.20 0.00 0.02
N -1.1303 -1.2373 0.0290 1.63 -0.25 0.23
C -1.3288 -2.4961 -0.1442 -0.29 -0.36 0.35
C -1.2889 -3.2149 -1.4554 -0.43 0.61 0.10
C -1.6965 -3.3018 1.0447 -0.63 -0.07 -0.58
H 3.5310 -0.2815 1.1635 -0.27 0.07 0.15
H 4.7517 -1.5291 1.2357 0.15 -0.32 0.16
H 5.2269 0.1442 1.1534 0.19 0.27 0.14
H 5.5456 -0.6517 -1.0598 0.35 -0.11 -0.20
H 4.0538 0.2263 -1.1348 -0.09 0.31 -0.23
H 4.2859 -2.1777 -2.1660 0.14 -0.50 -0.30
H 3.8598 -2.7321 -0.5558 0.02 -0.29 0.25
H 2.4157 -0.8407 -2.3971 -0.36 0.46 -0.27
H 1.9661 -2.5258 -2.0510 -0.39 -0.09 -0.42
H 1.5009 -1.9192 0.2133 0.21 0.04 0.32
H 0.2628 0.7041 -2.8228 0.20 0.33 -0.36
H 0.1513 -1.0479 -3.1055 0.12 -0.24 -0.37
H -1.2822 -0.1328 -2.6312 -0.50 0.13 -0.15
H 0.3812 1.0670 1.0292 0.21 0.14 0.39
H 0.9350 1.7173 -0.5388 0.49 0.40 0.05
H -1.8212 -4.1448 -1.3633 0.16 -0.52 -0.10
H -0.2864 -3.3459 -1.8379 0.37 -0.25 -0.02
H -1.8337 -2.6126 -2.1676 -0.08 0.22 -0.39
H -1.0750 -3.0591 1.8849 0.15 0.18 0.46
H -2.7324 -3.0687 1.2645 -0.31 0.16 0.38
H -1.6822 -4.3513 0.8140 0.19 -0.48 0.06
C -3.9723 3.5799 2.8274 0.03 -0.04 0.05
C -4.2043 5.0511 2.5375 0.24 -0.11 -0.28
O -2.9733 5.7344 2.3158 -0.11 0.06 0.21
H -3.3313 3.4623 3.7016 -0.04 0.03 0.05
H -4.9134 3.0585 3.0094 0.00 -0.01 -0.01
H -3.4664 3.1005 1.9852 -0.08 0.00 -0.05
H -4.6892 5.5361 3.3820 0.05 0.09 0.01
H -4.8455 5.1730 1.6582 -0.13 -0.03 0.08
H -2.5421 5.3228 1.5624 0.06 -0.02 -0.07
```
Positions in Å, forces in eV/Å.

Its frontier orbital gap is 7.940 eV. Its net charge is +1. As for the HOMO energy: -11.75 eV. For the LUMO energy, the calculation gives -3.8 eV. The calculation puts the total energy at -1174.41285 Ha.


3.
C19H43BeN5O10S as an isolated structure in a non-equilibrium geometry, computed with wB97M-V/def2-TZVPD.

```
79
Properties=species:S:1:pos:R:3:forces:R:3
Be -13.0041 -12.3206 21.4411 -2.34 -0.20 -1.07
S -15.3850 -12.9194 19.6685 -8.67 -1.95 -1.12
O -16.4938 -11.9767 19.3768 1.54 2.49 0.94
O -14.0860 -12.5502 19.2484 5.93 2.05 -0.72
O -15.2989 -13.2014 21.1143 2.08 0.72 2.88
O -15.9533 -14.0770 18.9785 2.02 -2.39 -0.34
C -10.1002 -12.4678 19.1488 -1.75 -0.51 1.26
O -11.0077 -12.1788 19.9069 -0.75 -0.01 1.95
N -9.8738 -11.7317 18.0970 -0.08 0.52 -0.85
C -10.4732 -10.4297 17.8517 0.96 0.55 -0.15
C -9.1333 -12.2968 17.0419 1.01 -0.04 -1.23
H -9.4907 -13.3766 19.2708 0.02 0.12 -0.12
H -11.4007 -10.4162 17.2791 -0.28 -0.38 0.52
H -9.7617 -9.8960 17.2216 0.17 -0.06 -0.26
H -10.4726 -9.8140 18.7511 -0.67 -0.43 0.18
H -8.2541 -11.6594 16.9486 0.34 -0.38 -0.79
H -8.8643 -13.3418 17.1954 0.17 0.17 0.46
H -9.7235 -12.3352 16.1263 0.06 0.38 -0.18
C -13.3413 -13.3855 25.0734 0.26 -2.22 -2.31
O -13.4006 -13.3207 23.8222 0.35 0.10 2.90
N -13.3882 -14.5774 25.7789 -1.47 -0.94 -2.33
C -13.3532 -14.6153 27.1846 1.36 0.86 0.69
C -13.6888 -15.9219 25.1465 1.38 1.54 -0.93
H -13.1240 -12.5957 25.8090 -0.21 0.58 -0.56
H -12.5043 -15.2357 27.4720 -0.42 -0.72 0.39
H -14.3069 -14.8782 27.6422 0.18 -0.05 0.18
H -12.9661 -13.6447 27.4946 -0.62 0.32 0.49
H -14.5564 -16.4746 25.5069 -0.03 0.54 0.32
H -13.7474 -15.7625 24.0698 -0.48 0.20 0.05
H -12.7853 -16.5250 25.2363 -0.04 -0.22 0.47
C -13.1672 -15.6964 20.0630 0.33 1.06 0.36
O -12.8844 -14.9411 20.9975 0.33 0.29 -0.22
N -13.4673 -16.9818 20.2413 0.55 -0.26 2.02
C -13.9476 -17.7861 19.1942 -0.28 -0.62 -1.09
C -13.5018 -17.5247 21.6107 -0.51 0.18 -0.68
H -13.1437 -15.4006 19.0028 -0.21 0.26 0.24
H -14.9986 -18.0600 19.2869 -0.24 0.36 0.10
H -13.4236 -18.7406 19.1443 0.36 0.01 -0.12
H -13.8008 -17.2115 18.2796 -0.20 -0.35 -0.20
H -12.9284 -16.8852 22.2818 -0.15 -0.07 -0.20
H -14.5515 -17.5700 21.9008 -0.05 0.14 0.39
H -13.1345 -18.5506 21.6403 0.25 0.04 -0.23
C -15.1245 -9.9588 23.4814 1.39 -0.29 -2.03
O -14.2946 -10.7773 23.0107 -1.69 1.27 1.33
N -16.2788 -9.5532 22.9179 1.16 -0.34 -0.59
C -16.8406 -10.1616 21.7214 -0.45 -1.41 0.86
C -16.8849 -8.3271 23.2669 -0.77 1.65 -0.16
H -14.9178 -9.3071 24.3444 0.30 -0.47 0.37
H -17.8585 -10.3591 22.0573 -0.31 -0.34 -0.60
H -16.3358 -11.1110 21.5430 -0.16 0.06 -0.14
H -16.8923 -9.6152 20.7796 0.43 0.52 0.32
H -16.7438 -7.5775 22.4883 0.43 0.06 -0.43
H -17.9723 -8.4011 23.2511 -0.12 -0.34 0.62
H -16.5174 -7.8169 24.1572 -0.02 -0.59 0.33
C -10.7504 -10.9826 23.9281 0.14 0.45 -2.12
O -11.4322 -11.0825 22.8719 1.67 -0.26 1.98
N -9.5491 -10.3196 24.0412 -0.10 -0.60 -0.05
C -8.7958 -9.7651 22.9052 0.32 -0.97 -0.09
C -8.9191 -10.1286 25.3593 0.25 0.62 -0.55
H -10.9899 -11.4104 24.9139 -0.59 -0.09 -0.33
H -7.8827 -10.2990 22.6419 0.09 -1.09 0.61
H -8.2972 -8.8269 23.1488 -1.17 0.71 -0.20
H -9.3615 -9.9179 21.9860 -0.41 1.02 0.19
H -7.8457 -10.3150 25.3237 -0.01 -0.53 -0.24
H -8.9540 -9.0641 25.5911 -0.36 0.09 0.30
H -9.3462 -10.7115 26.1753 -0.24 -0.01 -0.33
C -13.4136 -7.5025 20.7902 1.41 -1.17 2.56
C -13.9766 -8.0338 19.5073 1.00 0.26 0.20
C -13.8772 -9.5413 19.7112 -1.66 0.68 -0.60
O -12.9566 -9.7999 20.7366 0.48 -1.75 1.04
C -12.3619 -8.6310 21.2201 0.36 1.57 -2.56
H -14.0333 -7.6112 21.6803 -0.92 0.88 -0.30
H -12.9307 -6.5305 20.6891 -0.25 0.04 0.33
H -13.2727 -7.6435 18.7722 -0.33 -0.18 -0.63
H -14.9966 -7.7004 19.3165 0.15 -0.06 -0.21
H -13.6396 -10.0930 18.8017 -0.11 -0.17 0.27
H -14.8721 -9.7751 20.0900 0.10 -0.97 -0.34
H -11.5005 -8.4692 20.5721 0.71 0.20 -0.06
H -11.9412 -8.6816 22.2244 -0.91 -0.16 0.19
```
Positions in Å, forces in eV/Å.

Its energy above the lowest of the compared OMol25 structures with the same formula, charge and spin is 0.000 eV. Its frontier orbital gap is 5.539 eV. As for the HOMO energy: -5.51 eV. For the LUMO energy, the calculation gives 0.0 eV. The calculation puts the total energy at -2188.68440 Ha.


4.
C4H3ClO in the gas phase in a non-equilibrium geometry, computed with wB97M-V/def2-TZVPD.

```
9
Properties=species:S:1:pos:R:3:forces:R:3
C 2.1512 -0.2959 -0.3144 0.01 0.17 0.51
C 1.1321 0.2735 -0.0635 -0.58 0.79 -0.51
C -0.2235 0.8270 -0.0047 1.15 3.79 0.99
O -0.4291 2.0704 -0.0699 0.09 -4.68 0.07
C -1.1340 -0.3440 0.2220 -0.60 -0.30 -0.05
Cl -2.7722 0.1059 -0.2530 -0.27 -0.37 0.00
H 3.1004 -0.7266 -0.3647 0.76 -0.43 -0.28
H -1.1482 -0.7823 1.2546 0.24 0.90 -0.74
H -0.6768 -1.1280 -0.4064 -0.81 0.13 0.01
```
Positions in Å, forces in eV/Å.

Its energy above the lowest of the compared OMol25 structures with the same formula, charge and spin is 1.938 eV. As for the structure (SMILES): C#CC(=O)CCl. Its frontier orbital gap is 10.455 eV. As for the HOMO energy: -10.83 eV. For the LUMO energy, the calculation gives -0.4 eV. The calculation puts the total energy at -689.55361 Ha.


Q: Which of these has the lowest total energy?
A: C19H43BeN5O10S